# 1
{
  "formula": "C38H44N7O2PbS8",
  "method": "the ωB97M-V functional and the def2-TZVPD basis",
  "max_force_ev_per_a": 3.20,
  "orbital_gap_ev": 3.875,
  "e_homo_ev": -4.663,
  "charge": -1,
  "lumo_ev": -0.788,
  "symbols": ["Pb", "C", "C", "C", "C", "C", "C", "C", "C", "C", "C", "C", "C", "N", "C", "O", "C", "C", "C", "C", "C", "N", "C", "O", "N", "C", "C", "C", "C", "C", "C", "C", "C", "C", "C", "C", "C", "H", "H", "H", "H", "H", "H", "H", "H", "H", "H", "H", "H", "H", "H", "H", "H", "H", "H", "H", "H", "H", "H", "H", "H", "H", "H", "H", "H", "H", "H", "H", "H", "H", "H", "H", "H", "H", "S", "C", "N", "N", "C", "N", "S", "H", "H", "H", "H", "S", "C", "N", "C", "S", "C", "C", "S", "S", "C", "S", "S", "H", "H", "H"],
  "xyz": [[-0.1027, 0.2650, -0.2455], [-3.1313, -2.1414, -5.0960], [-2.2048, -1.3262, -4.1804], [-1.8257, 0.0450, -4.7990], [-0.9287, -2.0845, -3.9408], [-0.1439, -2.3799, -5.0691], [1.0749, -3.0476, -4.9860], [1.4775, -3.5460, -3.7485], [0.7763, -3.2395, -2.5812], [1.2567, -3.8333, -1.2866], [0.5360, -5.1522, -0.9332], [2.7869, -3.9852, -1.3086], [-0.4358, -2.4496, -2.6295], [-0.9238, -1.9004, -1.4223], [-2.0739, -2.4484, -0.9791], [-2.6669, -3.3896, -1.5113], [-2.7519, -1.8353, 0.2180], [-4.0458, -2.2818, 0.5705], [-4.5573, -1.8125, 1.7785], [-3.8317, -0.9220, 2.5432], [-2.5662, -0.4956, 2.0934], [-2.0624, -0.9116, 0.9094], [-1.7390, 0.4122, 2.9334], [-2.1640, 0.7972, 4.0389], [-0.5052, 0.6811, 2.3971], [0.6105, 0.9417, 3.2025], [1.1648, -0.0272, 4.0930], [2.3207, 0.2910, 4.8094], [3.0532, 1.4415, 4.5973], [2.5598, 2.3506, 3.6943], [1.3555, 2.1516, 3.0236], [0.9391, 3.2455, 2.0655], [1.0754, 4.6222, 2.7893], [1.8461, 3.1938, 0.8214], [0.5894, -1.4075, 4.2682], [1.6836, -2.5042, 4.1424], [-0.1626, -1.5053, 5.6081], [-4.1151, -1.6642, -5.2108], [-3.3485, -3.1119, -4.6277], [-2.6437, -2.3331, -6.0736], [-2.7354, -1.1697, -3.2195], [-1.8634, 0.0382, -5.9030], [-0.8348, 0.3794, -4.4412], [-3.4070, 1.4517, -5.0425], [-0.4922, -2.0673, -6.0421], [1.6783, -3.2126, -5.8884], [2.4202, -4.0608, -3.6429], [1.0573, -3.0738, -0.4997], [0.8043, -5.9323, -1.6752], [-0.5386, -4.9879, -0.9996], [0.7706, -5.4671, 0.1054], [3.0699, -4.8305, -1.9948], [3.1456, -4.1840, -0.2931], [3.2841, -3.0503, -1.6240], [-4.5156, -3.0288, -0.0546], [-5.5371, -2.1425, 2.1235], [-4.2248, -0.5257, 3.4891], [2.6941, -0.4595, 5.4906], [3.9999, 1.5870, 5.1222], [3.0951, 3.2734, 3.5180], [-0.1180, 3.0535, 1.7687], [2.1255, 4.9921, 2.8111], [0.7120, 4.5884, 3.8419], [0.4959, 5.3687, 2.1920], [2.8576, 3.5698, 1.0827], [1.4358, 3.8366, 0.0166], [1.9968, 2.1585, 0.4347], [-0.1446, -1.6028, 3.4644], [2.3275, -2.4934, 5.0463], [2.3079, -2.2763, 3.2751], [1.2184, -3.4863, 3.9767], [0.4425, -1.0991, 6.4433], [-0.4432, -2.5600, 5.8319], [-1.0761, -0.8820, 5.5355], [-3.0473, 2.0361, -1.6809], [-2.9128, 1.5591, -3.1370], [-2.7841, 1.1277, -4.3219], [-2.8568, 4.8413, 1.2161], [-3.2448, 3.8082, 2.0091], [-2.7569, 3.8571, 3.2874], [-4.3028, 2.6375, 1.4461], [-2.3486, 5.6084, 1.6136], [-3.1532, 4.8489, 0.2477], [-1.7836, 4.1588, 3.3503], [-2.8415, 3.0018, 3.8261], [4.7690, -1.1183, 1.9524], [3.4934, -0.8915, 0.9506], [2.5323, -0.7771, 0.2601], [4.1838, 1.1583, -2.7686], [4.1256, 2.8740, -2.2194], [2.5892, 3.4153, -2.7853], [1.3579, 2.7725, -3.0070], [1.0095, 1.0983, -3.0125], [0.0039, 3.8014, -3.3257], [0.7492, 5.3694, -3.2387], [-0.1197, 6.7345, -3.3877], [2.4843, 5.1748, -2.9391], [5.2662, 0.9135, -2.7474], [3.7520, 1.0696, -3.7676], [3.6518, 0.5138, -2.0378]]
}


# 2
{
  "formula": "C38H45Cl5NO3Ru",
  "method": "the ωB97M-V functional and the def2-TZVPD basis",
  "max_force_ev_per_a": 3.34,
  "orbital_gap_ev": [5.157, 6.190],
  "s_squared": 0.762,
  "e_homo_ev": [-5.066, -6.024],
  "spin_multiplicity": 2,
  "lumo_ev": [0.091, 0.166],
  "symbols": ["Ru", "C", "C", "C", "C", "C", "C", "C", "C", "C", "C", "C", "C", "C", "C", "C", "C", "C", "H", "H", "H", "H", "H", "H", "H", "H", "H", "H", "H", "H", "H", "H", "H", "H", "H", "H", "H", "H", "H", "H", "H", "H", "H", "H", "H", "H", "H", "C", "O", "C", "C", "C", "C", "C", "C", "O", "C", "O", "C", "H", "H", "H", "H", "H", "H", "H", "H", "H", "Cl", "C", "C", "C", "Cl", "C", "Cl", "C", "Cl", "C", "Cl", "C", "C", "C", "C", "N", "C", "C", "H", "H", "H", "H", "H", "H", "H"],
  "xyz": [[-0.1611, 0.7814, -0.2820], [-1.7149, 2.2633, -0.8461], [-2.1977, 1.0954, -1.4824], [-1.2354, 0.7615, -2.4899], [-0.2425, 1.7896, -2.4984], [-0.5166, 2.7022, -1.4950], [0.2418, 3.9884, -1.2249], [-0.0724, 4.9795, -2.3556], [-0.2001, 4.6026, 0.1029], [1.7546, 3.7509, -1.2070], [-1.2456, -0.3223, -3.5756], [0.1348, -0.4014, -4.2541], [-1.6323, -1.7145, -3.0358], [-2.2033, 0.0774, -4.7148], [-3.5222, 0.4462, -1.0143], [-3.3320, -0.8512, -0.2227], [-4.2531, 1.4210, -0.0766], [-4.4897, 0.1461, -2.1643], [-2.2375, 2.8155, -0.0851], [0.5937, 1.8522, -3.1750], [-1.1450, 5.1773, -2.4111], [0.2438, 4.5768, -3.3195], [0.4419, 5.9316, -2.1973], [-1.2559, 4.8782, 0.0779], [0.3756, 5.5091, 0.3085], [-0.0533, 3.9010, 0.9233], [2.1119, 3.4451, -2.1929], [2.0211, 2.9670, -0.4985], [2.2784, 4.6712, -0.9342], [0.9525, -0.5524, -3.5541], [0.3514, 0.5130, -4.8072], [0.1327, -1.2250, -4.9714], [-1.3807, -1.8212, -1.9796], [-1.1223, -2.4995, -3.6006], [-2.7004, -1.9101, -3.1273], [-1.8882, 1.0309, -5.1439], [-3.2298, 0.1873, -4.3883], [-2.1774, -0.6742, -5.5089], [-2.4228, -0.7674, 0.3673], [-3.2454, -1.7261, -0.8709], [-4.1874, -1.0158, 0.4385], [-3.7345, 1.5074, 0.8820], [-5.2574, 1.0402, 0.1193], [-4.3463, 2.4196, -0.5038], [-4.1165, -0.6239, -2.8303], [-4.7021, 1.0416, -2.7534], [-5.4363, -0.2164, -1.7539], [2.7009, -4.3350, 4.6371], [3.2927, -3.0713, 4.9071], [2.7986, -1.9875, 4.2644], [3.3714, -0.7579, 4.5877], [2.9315, 0.3825, 3.9438], [1.9216, 0.3577, 2.9760], [1.5501, 1.6290, 2.2380], [2.0179, 2.9690, 2.7712], [0.9169, 1.6570, 1.1804], [1.3619, -0.8802, 2.7046], [0.3619, -0.9730, 1.7605], [1.7793, -2.0520, 3.3173], [3.2225, -5.0482, 5.2667], [2.8290, -4.6061, 3.5872], [1.6390, -4.3239, 4.8897], [4.1526, -0.7184, 5.3328], [3.3978, 1.3182, 4.2068], [2.4964, 2.9680, 3.7418], [1.1385, 3.6137, 2.8184], [2.6960, 3.4143, 2.0391], [1.3131, -2.9838, 3.0334], [-0.1178, -3.5306, 0.5419], [-1.2016, -2.7327, 1.6051], [-0.8438, -1.4988, 2.1296], [-1.7152, -0.7966, 2.9407], [-1.3317, 0.7588, 3.5270], [-2.9516, -1.3698, 3.2662], [-4.0421, -0.5164, 4.2824], [-3.3065, -2.6153, 2.7578], [-4.8184, -3.3152, 3.1733], [-2.4389, -3.2976, 1.9114], [-2.8735, -4.8170, 1.2427], [4.8881, -3.4247, -0.7480], [3.7873, -2.4031, -0.7868], [3.8864, -1.2001, -0.1028], [2.8466, -0.2905, -0.1742], [1.7162, -0.4885, -0.8589], [1.6282, -1.6504, -1.5169], [2.6259, -2.6091, -1.5180], [5.6892, -3.1192, -0.0770], [5.3153, -3.5685, -1.7418], [4.5173, -4.3947, -0.4139], [4.7639, -0.9638, 0.4851], [2.9232, 0.6642, 0.3298], [0.7114, -1.8162, -2.0550], [2.4767, -3.5254, -2.0767]]
}


Summary of energy above the lowest of the compared OMol25 structures with the same formula, charge and spin in kcal/mol
0.0, 51.4
(order as listed above)